1.
{
  "formula": "C3H12O4S",
  "method": "ωB97M-V/def2-TZVPD",
  "elements": ["C", "O", "C", "C", "S", "H", "H", "H", "H", "H", "H", "H", "H", "O", "H", "H", "O", "H", "H", "O"],
  "coordinates": [[-0.461, 0.738, 1.426], [-0.591, 1.845, 0.681], [0.517, -0.454, 0.923], [0.625, -1.714, 1.758], [1.872, -2.860, 1.015], [-0.275, 1.000, 2.418], [-1.449, 0.241, 1.455], [1.477, -0.097, 0.699], [0.046, -0.682, -0.125], [-0.314, -2.350, 1.843], [0.972, -1.643, 2.686], [0.052, 2.242, -1.880], [0.483, 1.829, -0.471], [0.786, 1.874, -1.452], [-1.457, 0.718, -1.784], [-1.488, 1.629, -0.496], [-2.074, 1.217, -1.322], [0.093, -0.728, -2.972], [0.749, -1.264, -1.707], [0.438, -1.540, -2.696]],
  "forces_ev_per_a": [[-1.07, -2.23, -0.94], [0.87, 0.87, -1.02], [-3.01, 0.71, -1.57], [-1.63, -1.74, -4.22], [-0.50, 0.15, 0.11], [0.92, 0.22, 2.22], [-0.11, -0.45, 0.23], [1.50, 0.70, -0.12], [0.81, 0.03, 1.87], [0.83, 0.87, -0.30], [1.26, 0.97, 4.08], [-1.66, 0.87, -0.85], [-0.26, 0.34, -0.86], [2.16, -1.03, 1.21], [1.68, -1.44, -1.22], [-0.86, -1.06, -0.79], [-1.08, 2.22, 2.26], [-0.85, 2.11, -0.90], [-0.92, -1.14, -3.48], [1.91, -0.96, 4.30]],
  "lowdin_charge": [-0.4020, -0.2992, -0.2595, -0.5983, 0.5702, 0.0674, 0.1009, 0.0664, 0.1042, 0.0963, -0.0155, -0.0333, -0.0007, -0.1257, -0.0752, 0.0282, -0.1627, -0.0338, 0.0807, -0.1084],
  "total_charge": -1,
  "de_lowest_kcal_mol": 15.6,
  "spin_multiplicity": 2,
  "mol_weight_g_mol": 144.19
}


2.
{
  "formula": "C31H84CdN5O14",
  "method": "ωB97M-V/def2-TZVPD",
  "elements": ["Cd", "C", "O", "H", "H", "H", "C", "O", "C", "C", "N", "C", "C", "O", "C", "H", "H", "H", "H", "H", "H", "H", "H", "H", "H", "H", "H", "H", "H", "H", "C", "O", "C", "C", "N", "C", "C", "O", "C", "H", "H", "H", "H", "H", "H", "H", "H", "H", "H", "H", "H", "H", "H", "H", "C", "O", "C", "C", "N", "C", "C", "O", "C", "H", "H", "H", "H", "H", "H", "H", "H", "H", "H", "H", "H", "H", "H", "H", "C", "O", "C", "C", "N", "C", "C", "O", "C", "H", "H", "H", "H", "H", "H", "H", "H", "H", "H", "H", "H", "H", "H", "H", "C", "O", "C", "C", "N", "C", "C", "O", "C", "H", "H", "H", "H", "H", "H", "H", "H", "H", "H", "H", "H", "H", "H", "H", "O", "H", "H", "O", "H", "H", "O", "H", "H"],
  "coordinates": [[-3.175, 0.346, -0.126], [0.167, 0.113, 0.850], [-1.207, 0.307, 0.720], [0.540, -0.454, -0.020], [0.836, 0.984, 0.933], [0.351, -0.480, 1.761], [0.769, -3.665, 1.671], [-0.216, -3.680, 2.687], [-0.074, -4.856, 3.468], [-1.370, -5.166, 4.207], [-2.370, -5.569, 3.203], [-3.726, -5.420, 3.679], [-4.790, -5.900, 2.694], [-4.858, -5.122, 1.515], [-5.647, -5.726, 0.526], [0.742, -4.410, 0.875], [1.760, -3.684, 2.141], [0.787, -2.685, 1.186], [0.775, -4.809, 4.158], [0.114, -5.736, 2.844], [-1.752, -4.363, 4.849], [-1.150, -5.989, 4.893], [-2.216, -4.950, 2.412], [-4.050, -4.449, 4.083], [-3.862, -6.125, 4.506], [-5.764, -5.914, 3.195], [-4.553, -6.946, 2.464], [-5.295, -6.729, 0.249], [-5.644, -5.118, -0.376], [-6.671, -5.915, 0.873], [1.502, 2.977, 7.893], [1.296, 3.025, 6.499], [1.078, 1.732, 5.976], [0.713, 1.820, 4.486], [1.706, 2.635, 3.777], [2.853, 1.817, 3.348], [3.813, 2.651, 2.509], [4.157, 3.818, 3.199], [5.063, 4.673, 2.560], [0.707, 2.437, 8.415], [1.581, 3.986, 8.294], [2.461, 2.487, 8.100], [0.204, 1.318, 6.498], [1.941, 1.072, 6.130], [-0.262, 2.320, 4.456], [0.576, 0.811, 4.091], [1.988, 3.262, 4.527], [2.553, 0.999, 2.692], [3.309, 1.441, 4.269], [3.439, 2.941, 1.519], [4.664, 1.984, 2.291], [5.079, 5.631, 3.087], [4.718, 4.956, 1.558], [6.078, 4.275, 2.649], [-3.302, 1.750, -3.209], [-2.877, 0.727, -2.288], [-2.524, -0.480, -2.986], [-2.257, -1.587, -1.971], [-3.249, -1.553, -0.865], [-2.950, -2.555, 0.210], [-3.811, -2.276, 1.429], [-3.744, -0.893, 1.764], [-4.537, -0.582, 2.907], [-4.222, 1.453, -3.708], [-2.502, 1.909, -3.932], [-3.379, 2.665, -2.628], [-1.601, -0.326, -3.547], [-3.333, -0.788, -3.654], [-1.257, -1.450, -1.543], [-2.187, -2.572, -2.441], [-4.013, -2.051, -1.330], [-1.931, -2.381, 0.573], [-3.073, -3.572, -0.158], [-3.605, -2.917, 2.287], [-4.842, -2.579, 1.186], [-4.209, -1.189, 3.750], [-5.604, -0.740, 2.729], [-4.411, 0.474, 3.133], [0.025, 2.924, -2.474], [1.399, 2.714, -2.218], [1.801, 3.154, -0.923], [2.354, 4.552, -0.920], [1.506, 5.516, -1.644], [2.136, 6.824, -1.653], [1.102, 7.879, -2.086], [0.973, 8.067, -3.485], [2.085, 8.648, -4.117], [-0.505, 2.180, -1.865], [-0.170, 2.651, -3.511], [-0.380, 3.907, -2.232], [2.564, 2.456, -0.566], [0.979, 3.019, -0.211], [3.343, 4.562, -1.389], [2.378, 4.854, 0.129], [1.325, 5.252, -2.604], [3.057, 6.906, -2.249], [2.487, 7.166, -0.675], [1.359, 8.876, -1.707], [0.171, 7.552, -1.629], [2.942, 7.985, -3.946], [2.338, 9.651, -3.755], [1.898, 8.702, -5.186], [2.299, -2.909, -8.955], [2.818, -3.306, -7.716], [2.189, -4.466, -7.219], [2.698, -4.685, -5.801], [2.177, -3.593, -4.965], [2.569, -3.717, -3.572], [2.096, -2.476, -2.844], [2.831, -1.378, -3.338], [2.401, -0.148, -2.823], [2.219, -3.774, -9.630], [2.979, -2.222, -9.457], [1.303, -2.455, -8.920], [2.418, -5.330, -7.854], [1.098, -4.377, -7.204], [3.795, -4.619, -5.819], [2.451, -5.681, -5.434], [2.490, -2.746, -5.424], [3.660, -3.817, -3.484], [2.102, -4.626, -3.188], [2.323, -2.540, -1.770], [1.011, -2.347, -2.932], [3.104, 0.654, -3.035], [2.304, -0.167, -1.729], [1.442, 0.119, -3.284], [-0.781, 3.146, 1.840], [-0.917, 2.187, 1.735], [0.174, 3.240, 2.003], [-1.413, -1.395, 3.806], [-0.904, -2.161, 3.475], [-1.528, -0.837, 3.025], [-3.013, 2.626, 0.142], [-2.299, 2.944, 0.736], [-3.509, 3.416, -0.106]],
  "forces_ev_per_a": [[1.08, 2.72, 2.04], [-0.30, -0.98, -0.28], [-0.09, 0.84, 0.42], [0.27, -0.06, 0.14], [-0.48, 0.37, -0.08], [0.28, -0.06, -0.09], [1.32, 1.48, 0.06], [0.08, -0.74, -0.75], [-0.50, -0.64, 0.82], [0.00, -0.24, -0.18], [0.14, 0.69, 0.08], [-1.12, -0.75, 0.05], [0.36, -0.48, 0.29], [0.42, 0.23, -0.01], [-0.35, -0.84, -0.10], [-0.57, -0.43, 0.37], [0.03, -0.43, -0.03], [-0.54, -0.01, 0.04], [-0.02, 0.43, 0.02], [0.01, 0.16, -0.32], [0.29, 0.36, -0.20], [-0.12, -0.16, -0.13], [-0.19, -0.09, -0.08], [0.52, 0.30, -0.13], [0.13, 0.12, 0.17], [-0.06, 0.17, 0.03], [0.02, 0.03, -0.31], [0.38, 0.12, 0.05], [-0.08, 0.20, 0.11], [-0.10, 0.43, -0.01], [0.68, -0.03, 0.14], [-0.06, 0.09, -0.18], [-0.85, -0.52, -0.16], [-0.19, 0.59, 0.96], [-0.74, -0.80, -0.66], [-0.23, 1.36, 0.12], [0.50, -0.37, 0.01], [-0.22, -0.02, 0.72], [-0.02, 0.63, 0.37], [-0.09, 0.01, -0.08], [-0.19, 0.09, -0.23], [-0.10, -0.13, 0.11], [0.19, -0.35, 0.04], [0.09, 0.11, 0.17], [0.10, -0.01, -0.24], [0.18, 0.05, -0.17], [0.50, 0.46, -0.62], [-0.34, -0.15, 0.28], [0.64, -0.35, -0.40], [-0.55, -0.19, 0.06], [0.35, 0.30, 0.15], [-0.16, -0.23, 0.29], [0.40, -0.52, -0.26], [0.03, -0.06, -0.68], [0.81, -0.03, 0.33], [-0.04, -0.27, -1.47], [-0.07, -0.38, 0.41], [1.35, 0.24, 0.52], [-0.61, -4.22, -1.78], [1.18, 0.89, 1.15], [-1.49, -0.56, -0.50], [-0.25, -0.33, -0.01], [-0.21, 0.19, 0.27], [-0.11, 0.13, 0.05], [-0.11, -0.04, -0.16], [-0.34, -0.01, -0.03], [-0.11, 0.11, -0.21], [-0.05, 0.27, -0.10], [-0.16, 0.27, 0.20], [-0.38, 0.09, -0.18], [-0.66, 0.97, 0.28], [0.16, -0.14, -0.53], [0.00, -0.05, 0.15], [0.69, 0.17, -0.03], [-0.13, 0.46, 0.02], [0.06, 0.07, 0.04], [0.05, -0.23, -0.20], [0.25, -0.04, 0.01], [-0.29, -1.28, 0.41], [0.25, 0.63, -0.11], [-0.27, -0.71, -0.04], [-0.54, 0.31, -0.83], [0.36, 0.03, 0.96], [-0.32, 1.25, -0.23], [1.17, 0.65, -0.09], [-1.07, -0.53, -0.24], [0.54, -0.57, 0.30], [-0.39, 0.14, 0.09], [0.18, 0.28, -0.15], [0.33, 0.18, -0.07], [0.17, 0.04, -0.21], [-0.24, 0.32, -0.16], [0.32, -0.15, 0.38], [0.39, 0.24, -0.06], [0.23, -0.30, 0.01], [-0.12, -0.31, -0.24], [-0.34, -0.59, 0.34], [0.11, -0.14, 0.49], [-0.35, 0.18, -0.47], [0.22, 0.36, -0.29], [-0.19, -0.01, 0.19], [-0.18, -0.05, 0.03], [-0.05, -0.37, -1.00], [-0.18, 0.28, 0.13], [0.20, -0.63, 0.35], [0.16, 0.89, -0.31], [-0.43, -1.12, -0.48], [-0.05, 0.64, -0.77], [0.75, -0.13, 0.85], [0.16, -0.06, -0.36], [-0.35, 0.27, 0.15], [-0.02, -0.03, 0.07], [0.10, 0.14, 0.36], [0.01, 0.04, 0.38], [0.16, 0.01, -0.06], [-0.07, 0.25, 0.02], [0.09, -0.24, -0.14], [-0.36, 0.10, 0.14], [0.14, 0.23, 0.51], [0.00, 0.04, 0.31], [-0.01, 0.08, 0.24], [-0.13, -0.24, 0.10], [-0.08, 0.12, -0.33], [0.16, -0.25, -0.33], [-0.18, -0.14, -0.02], [-0.09, 0.13, 0.24], [-0.28, -0.35, -0.29], [0.26, -0.14, 0.07], [-0.17, 0.07, 0.30], [0.06, -0.17, -0.21], [-0.18, 0.26, 0.13], [-0.01, 0.09, -0.07], [-0.25, 0.25, 0.07], [0.25, -0.06, -0.12], [-0.07, -0.17, 0.06]],
  "lowdin_charge": [1.4679, -0.2828, -0.4745, 0.0519, 0.0486, 0.0526, -0.0963, -0.2263, -0.2104, -0.1890, -0.0425, -0.2294, -0.2201, -0.2151, -0.1146, 0.0964, 0.1003, 0.0660, 0.1320, 0.1283, 0.1195, 0.1238, 0.0916, 0.1168, 0.1281, 0.1281, 0.1267, 0.0930, 0.0809, 0.0935, -0.1050, -0.1939, -0.2334, -0.1996, -0.0488, -0.1822, -0.2323, -0.1831, -0.1046, 0.0877, 0.0899, 0.0913, 0.1235, 0.1213, 0.1108, 0.1059, 0.0979, 0.1077, 0.1204, 0.0967, 0.1266, 0.0900, 0.0814, 0.0934, -0.0520, -0.3316, -0.1759, -0.1822, -0.1627, -0.1528, -0.2133, -0.3029, -0.0658, 0.1004, 0.0922, 0.0865, 0.1345, 0.1331, 0.1101, 0.1385, 0.1362, 0.1163, 0.1331, 0.1108, 0.1248, 0.0943, 0.0973, 0.0989, -0.1127, -0.1927, -0.2212, -0.1967, -0.0539, -0.2219, -0.2078, -0.1972, -0.1151, 0.0734, 0.0856, 0.0866, 0.1121, 0.0992, 0.1244, 0.1171, 0.1086, 0.1073, 0.1218, 0.1168, 0.1184, 0.0737, 0.0915, 0.0891, -0.1221, -0.1852, -0.2421, -0.2024, -0.0680, -0.2130, -0.2419, -0.1780, -0.1144, 0.0875, 0.0884, 0.0879, 0.1225, 0.1217, 0.1230, 0.1185, 0.1052, 0.1253, 0.1193, 0.1172, 0.1083, 0.0918, 0.0758, 0.0825, -0.0745, 0.0005, 0.0324, -0.0604, 0.0089, 0.0036, -0.1024, 0.0277, 0.0755],
  "total_charge": 1,
  "de_lowest_kcal_mol": 28.6,
  "mol_weight_g_mol": 863.45
}